# 1
Formula: H18O9Xe
Source: the OMol25 dataset
Level of theory: ωB97M-V/def2-TZVPD

Atoms and positions in Å:
1 Xe -3.1126 5.3716 -17.0522
2 O -1.5910 1.4038 -16.6738
3 H -2.4752 1.7051 -16.4650
4 H -1.6058 1.2530 -17.6190
5 O -4.3589 1.7761 -16.2370
6 H -4.6939 0.9437 -15.9037
7 H -4.6482 2.4253 -15.5958
8 O -1.3765 8.9235 -17.7630
9 H -1.2492 8.3738 -16.9898
10 H -2.3229 9.0595 -17.8076
11 O -0.7251 7.3146 -15.2808
12 H -0.5765 6.3800 -15.4244
13 H -1.0447 7.3713 -14.3803
14 O -4.7350 3.5980 -14.4647
15 H -5.4939 4.1697 -14.5809
16 H -4.9812 3.0152 -13.7465
17 O -2.5531 4.1727 -12.9962
18 H -3.1658 4.1433 -13.7310
19 H -2.1422 3.3082 -12.9915
20 O -6.2404 6.8160 -16.8416
21 H -5.4213 7.1824 -17.1747
22 H -6.7340 6.5786 -17.6267
23 O -1.6509 6.7767 -20.6681
24 H -1.0688 6.0196 -20.6031
25 H -1.9372 6.9372 -19.7690
26 O -4.3510 8.7910 -17.7098
27 H -4.4786 9.6145 -17.2387
28 H -4.7171 8.9527 -18.5793

Summary:
Energy relative to the best compared isomer or geometry (same formula, charge and spin) (kJ/mol): 74.56
Highest occupied orbital energy (eV): -10.697
Max |F| (eV Å⁻¹): 1.04
Frontier orbital gap (eV): 10.630
Charge: 0


# 2
Formula: C4H11N3O
Source: the OMol25 dataset
Level of theory: ωB97M-V/def2-TZVPD

Atoms and positions in Å:
1 C -2.0287 -0.7226 1.3680
2 C 1.7080 1.3119 0.5978
3 C 0.6437 1.0698 -0.4518
4 C 0.0547 -0.6395 -2.1815
5 N -1.0915 -0.2796 1.9257
6 N -3.0646 -1.1300 0.8179
7 N 0.7951 -0.0291 -1.0768
8 O 2.2150 0.1258 0.9661
9 H 2.3830 1.9889 0.1360
10 H 1.2012 1.9129 1.3530
11 H -0.1025 1.9832 -0.4659
12 H 0.1320 -1.6758 -2.0337
13 H -0.9446 -0.3045 -2.0157
14 H 0.5748 -0.3266 -3.1262
15 H -0.2362 -0.0296 2.3437
16 H -3.8741 -0.6516 0.4372
17 H -3.1605 -2.1947 0.6622
18 H 3.1564 0.2174 1.3739
19 H 1.6390 -0.6262 -0.6297

Summary:
Energy relative to the best compared isomer or geometry (same formula, charge and spin) (kJ/mol): 152.30
Highest occupied orbital energy (eV): -19.086
Max |F| (eV Å⁻¹): 5.52
Frontier orbital gap (eV): 11.131
Charge: +2


# 3
Formula: CHClN2O
Source: the OMol25 dataset
Level of theory: ωB97M-V/def2-TZVPD

Atoms and positions in Å:
1 C -0.4297 -0.6095 0.5680
2 N -0.1455 2.3669 -0.4682
3 N 0.5790 1.6864 -0.9219
4 O 0.5868 -1.3074 0.1493
5 Cl -1.7537 -1.5149 0.9321
6 H 1.1632 -0.6215 -0.2594

Summary:
Energy relative to the best compared isomer or geometry (same formula, charge and spin) (kJ/mol): 22.96
Highest occupied orbital energy (eV): -8.999
Max |F| (eV Å⁻¹): 2.34
Frontier orbital gap (eV): 9.610
Charge: 0


# 4
Formula: CH3BrP2
Source: the OMol25 dataset
Level of theory: ωB97M-V/def2-TZVPD

Atoms and positions in Å:
1 C -0.8346 -0.6349 -0.4145
2 P -0.1391 2.3334 0.4590
3 P 0.1720 0.3562 0.7523
4 Br -1.7461 0.3552 -1.7507
5 H 0.1308 -1.5337 -1.4464
6 H -1.4469 -1.4837 -0.1059
7 H 0.7949 2.6366 1.4826

Summary:
Energy relative to the best compared isomer or geometry (same formula, charge and spin) (kJ/mol): 208.58
Highest occupied orbital energy (eV): -9.269
Max |F| (eV Å⁻¹): 4.52
Frontier orbital gap (eV): 8.109
Charge: 0


# 5
Formula: C47H35KN10O8S6
Source: the OMol25 dataset
Level of theory: ωB97M-V/def2-TZVPD

Atoms and positions in Å:
1 K -0.2512 -0.2862 0.1718
2 O 4.6782 -4.2887 -1.6342
3 C 3.7088 -3.4290 -1.1842
4 C 3.4112 -3.3128 0.1651
5 C 2.4320 -2.4066 0.5494
6 N 1.7469 -1.6954 -0.3450
7 C 2.0366 -1.8109 -1.6450
8 C 3.0362 -2.6512 -2.1115
9 C 1.2971 -0.8655 -2.6283
10 O 1.8591 -0.6604 -3.7161
11 O 0.2233 -0.3666 -2.2008
12 C 2.1690 -2.1626 2.0527
13 O 2.3556 -3.1375 2.8016
14 O 1.8256 -0.9926 2.3565
15 H 5.0087 -4.7804 -0.8755
16 H 3.9197 -3.8929 0.9271
17 H 3.2681 -2.6841 -3.1660
18 N -4.1077 -2.7938 1.4784
19 C -4.0821 -1.4481 1.6036
20 N -3.5770 -0.6442 0.7220
21 C -3.7957 0.6693 1.0568
22 C -4.4435 0.8867 2.2293
23 S -4.8315 -0.6326 2.9637
24 C -3.2669 1.7024 0.1493
25 C -3.6196 3.0127 0.1145
26 S -2.7250 3.8179 -1.1290
27 C -1.9111 2.3103 -1.4901
28 N -2.3039 1.3183 -0.7516
29 N -1.0091 2.1881 -2.4965
30 H -3.6018 -3.2107 0.6899
31 H -4.2269 -3.3607 2.2983
32 H -4.6632 1.8222 2.7155
33 H -4.3516 3.5286 0.7125
34 H -0.4371 2.9944 -2.6857
35 H -0.5183 1.2775 -2.5220
36 O -1.6093 -3.0645 7.8890
37 N -1.7288 -3.4875 6.7519
38 O -2.0932 -4.6191 6.4951
39 C -1.4537 -2.5629 5.6320
40 C -1.4930 -1.2539 5.9519
41 C -1.3439 -0.2624 4.9402
42 C -1.3928 1.1106 5.2336
43 C -1.2854 2.0161 4.2133
44 C -1.1455 1.5251 2.9041
45 N -1.1058 0.2469 2.6134
46 C -1.1841 -0.6547 3.6036
47 C -1.0891 -2.0730 3.2751
48 N -0.8610 -2.3940 1.9885
49 C -0.6681 -3.6507 1.6756
50 C -0.6961 -4.6832 2.6240
51 C -0.9711 -4.3858 3.9268
52 C -1.1979 -3.0414 4.2933
53 H -1.6715 -0.9587 6.9756
54 H -1.5128 1.4304 6.2626
55 H -1.3140 3.0829 4.3937
56 H -1.0673 2.2122 2.0647
57 H -0.4952 -3.8660 0.6267
58 H -0.4947 -5.6994 2.3149
59 H -0.9976 -5.1647 4.6696
60 O 1.4190 1.4777 0.5776
61 S 2.4193 1.5651 1.6792
62 C 3.9849 0.8840 1.0403
63 C 4.3943 1.4341 -0.2894
64 C 5.5370 2.2209 -0.4246
65 C 5.8963 2.7381 -1.6621
66 C 5.1188 2.4643 -2.7807
67 C 3.9818 1.6755 -2.6577
68 C 3.6212 1.1727 -1.4170
69 C 2.9858 3.3454 1.7010
70 C 2.0778 4.2151 0.8950
71 C 0.9241 4.7608 1.4505
72 C 0.0484 5.5044 0.6759
73 C 0.3168 5.7124 -0.6702
74 C 1.4615 5.1677 -1.2337
75 C 2.3341 4.4192 -0.4570
76 H 3.7966 -0.1886 1.0096
77 H 4.7261 1.0851 1.8181
78 H 6.1530 2.4247 0.4458
79 H 6.7870 3.3486 -1.7529
80 H 5.4083 2.8547 -3.7491
81 H 3.3676 1.4202 -3.5129
82 H 2.7256 0.5836 -1.3106
83 H 4.0032 3.4071 1.3205
84 H 2.9780 3.6246 2.7561
85 H 0.7078 4.5883 2.5000
86 H -0.8557 5.9066 1.1160
87 H -0.3764 6.2783 -1.2797
88 H 1.6731 5.3122 -2.2865
89 H 3.2164 3.9767 -0.9055
90 S -5.9714 -1.4793 -4.7249
91 C -4.7251 -2.2541 -3.9028
92 S -5.0000 -3.2283 -2.4986
93 C -3.2858 -3.5480 -2.3298
94 N -2.5890 -2.9702 -3.2568
95 N -3.3972 -2.2490 -4.1210
96 C -2.6655 -1.4784 -5.0748
97 C -1.4354 -0.9666 -4.6756
98 C -0.6772 -0.2332 -5.5732
99 C -1.1418 -0.0086 -6.8626
100 C -2.3673 -0.5306 -7.2520
101 C -3.1361 -1.2716 -6.3646
102 S -2.6564 -4.5036 -1.0594
103 H -1.0754 -1.1418 -3.6702
104 H 0.2804 0.1484 -5.2415
105 H -0.5480 0.5671 -7.5629
106 H -2.7345 -0.3676 -8.2585
107 H -4.0872 -1.6814 -6.6631

Summary:
Energy relative to the best compared isomer or geometry (same formula, charge and spin) (kJ/mol): 38.83
Highest occupied orbital energy (eV): -2.390
Max |F| (eV Å⁻¹): 1.30
Frontier orbital gap (eV): 5.292
Charge: -2


# 6
Formula: C6H17N2
Source: the OMol25 dataset
Level of theory: ωB97M-V/def2-TZVPD

Atoms and positions in Å:
1 C -0.6702 -0.6303 1.7453
2 N 0.1927 -0.1251 0.7979
3 C 0.2786 -0.8645 -0.3388
4 C 1.2443 -0.3597 -1.4415
5 C 0.8614 1.0437 -1.9280
6 C 1.4589 -1.4514 -2.4817
7 C -2.0970 0.0741 1.6240
8 N -2.1360 1.4802 1.7633
9 H -0.7828 -1.7166 1.6836
10 H -0.2714 -0.4376 2.7335
11 H -1.3852 1.9561 1.2803
12 H -0.6671 -0.9802 -0.9353
13 H 0.4305 -1.9526 -0.2064
14 H 2.1733 -0.2832 -0.8716
15 H -0.2260 1.0852 -1.9341
16 H 1.3039 1.8706 -1.3820
17 H 1.1924 1.1789 -2.9570
18 H 0.5490 -1.6743 -3.0249
19 H 1.6631 -2.3493 -1.8850
20 H 2.2831 -1.3220 -3.1718
21 H -2.9061 -0.3744 2.1922
22 H -2.4107 -0.1188 0.5904
23 H 4.2716 2.8490 1.3289
24 H -2.1855 1.8014 2.7236
25 H 4.4168 3.1800 1.9892

Summary:
Energy relative to the best compared isomer or geometry (same formula, charge and spin) (kJ/mol): 536.83
Highest occupied orbital energy (eV): -14.362
Max |F| (eV Å⁻¹): 3.27
Frontier orbital gap (eV): 6.531
Charge: +1